Computed, not measured: a cluster of 11 separate species, C31H60BBr20ClF5N3O6P in total, with ωB97M-V/def2-TZVPD.

XYZ file:
```
128
Properties=species:S:1:pos:R:3:forces:R:3
C 0.52281 -0.63588 -2.85280 0.0097 -0.0995 0.3585
C 1.74073 -1.51264 -2.70873 -0.5014 -0.5977 0.0751
O 2.80555 -0.85989 -1.97509 -0.2760 0.3037 0.3167
B 3.48025 0.07641 -2.61921 0.3846 -0.2089 -0.2883
O 3.72333 0.07416 -3.95648 -0.5620 0.4335 -0.2007
N 4.12928 1.21792 -1.82920 0.1202 -0.5127 0.2484
C 3.41333 2.16674 -1.33155 -0.2954 0.0609 -0.1645
N 2.03700 2.18351 -1.55486 0.2660 0.4409 0.2653
C 1.56826 3.01063 -0.37950 -0.3236 -0.8880 -1.1151
P -0.19212 3.53771 -0.43364 -0.2407 0.3649 0.4797
O -0.19910 3.94608 -2.01696 0.1806 0.0123 -0.0074
Cl -1.10945 1.71312 -0.39237 0.2153 -0.0402 -0.1653
C 2.64504 4.07449 -0.48198 -0.1260 -0.1213 0.6124
C 2.56804 5.22835 0.50350 0.4262 0.0093 -0.1431
F 1.58833 6.02613 0.02317 -0.2668 0.2151 -0.2798
F 2.18166 4.84969 1.71859 -0.0103 -0.3207 0.3832
C 3.86050 6.10946 0.63256 -0.7276 0.5886 0.3823
F 3.53077 7.38952 0.55746 -0.0540 0.2925 -0.0725
F 4.73023 5.85892 -0.33720 0.3124 -0.2833 -0.2403
F 4.42023 5.91460 1.81739 0.4891 -0.3471 0.0608
N 3.86041 3.21877 -0.59301 -0.4233 -0.2520 0.2959
C 4.65936 2.88581 0.57304 0.7627 -0.2709 -0.5559
O 3.86082 2.40674 1.59796 -0.4606 0.4295 0.4014
C 4.69344 1.94914 2.67400 0.1658 0.0402 -0.0727
O 5.08250 0.65083 2.46339 0.1110 0.2055 -0.3554
C 4.04730 -0.30267 2.58206 -0.1946 -0.5748 0.4068
C 4.06144 -1.03637 3.95704 0.4563 1.0299 -0.5645
O 5.25888 -0.73239 4.64928 0.0244 -0.3706 0.0462
H -0.25322 -1.15851 -3.41485 0.4194 0.1517 0.0822
H 0.11450 -0.44868 -1.86651 -0.0846 0.1801 0.2115
H 0.71607 0.32333 -3.32104 0.1093 0.1334 -0.2664
H 1.45319 -2.36999 -2.11737 0.1325 -0.2462 0.2950
H 2.08965 -1.90744 -3.65243 0.3757 0.2140 -0.3171
H 3.25950 0.80986 -4.38781 0.3793 -0.1286 -0.4098
H 5.12811 1.25177 -1.68418 0.1480 0.1011 -0.1877
H 1.87239 2.70376 -2.41878 -0.4947 -0.3379 -0.3164
H 1.69760 2.31814 0.44042 0.0461 0.3262 0.7108
H -0.64273 4.79825 -2.07227 -0.2029 0.0992 -0.3941
H 2.48122 4.52302 -1.45781 0.2867 0.3869 -0.1453
H 5.35146 2.10132 0.26896 0.2023 -0.1063 -0.1911
H 5.27671 3.72884 0.85585 -0.0872 0.4004 0.2307
H 4.17319 2.11733 3.60907 -0.4897 -0.0873 0.0932
H 5.58757 2.56170 2.67253 0.3481 0.0563 0.1691
H 3.06272 0.13434 2.43859 -0.1204 0.3030 -0.1278
H 4.18039 -1.01706 1.78178 0.1874 -0.2092 -0.2277
H 3.20751 -0.68664 4.52182 -0.3257 -0.2269 0.2578
H 4.00398 -2.09458 3.75715 -0.1625 -0.3828 0.2297
H 5.02713 -0.27118 5.45306 0.0820 0.0881 0.2369
Br -2.11038 -1.92177 -4.70776 -0.3102 -0.1894 -0.3113
C -2.90900 -3.31044 -3.60088 -0.0250 0.0650 -0.1757
C -4.09265 -2.78577 -2.83791 -0.0502 -0.0699 0.1821
Br -3.53054 -1.67405 -1.34207 0.0041 0.0658 -0.0072
H -2.12516 -3.68286 -2.94996 -0.0164 -0.0152 0.0536
H -3.21232 -4.09561 -4.28854 -0.0489 0.0022 -0.0078
H -4.65560 -3.60538 -2.39764 0.0305 -0.0185 0.0222
H -4.75091 -2.17778 -3.44842 0.0185 0.0236 -0.0480
Br 3.24453 -4.43933 1.82604 0.1334 0.0554 -0.0773
C 4.26532 -5.88215 2.64715 -0.1858 -0.0477 -0.0360
C 4.24388 -5.80362 4.15045 0.2185 0.0471 0.1055
Br 5.40483 -4.40185 4.82143 -0.0472 0.0440 -0.0151
H 5.26776 -5.82129 2.23915 0.0472 0.0111 0.0330
H 3.78991 -6.79948 2.30867 -0.0180 -0.0096 0.0023
H 4.62318 -6.72869 4.57763 -0.0106 -0.0429 -0.0357
H 3.25398 -5.60151 4.54780 -0.0467 -0.0135 -0.0365
Br -7.82810 -3.66928 0.25469 0.0251 -0.0500 -0.0105
C -6.58001 -4.43865 1.53442 -0.1513 0.1155 -0.0394
C -5.16008 -4.33288 1.05495 0.0962 -0.1250 0.0368
Br -4.75513 -5.63245 -0.33951 0.0111 0.0225 -0.0429
H -6.89322 -5.46379 1.70072 0.0182 -0.0303 0.0057
H -6.69968 -3.85933 2.44804 -0.0651 -0.1425 -0.1318
H -4.46685 -4.55374 1.86317 -0.0169 -0.0085 0.0291
H -4.93126 -3.35659 0.64018 -0.0044 0.0299 0.0058
Br 1.12305 -0.30271 -6.65254 0.0026 0.0614 0.0916
C 0.49252 1.32641 -7.51152 0.0485 -0.0559 0.0819
C 1.39621 2.49312 -7.22263 -0.0697 -0.0068 0.0753
Br 1.13596 3.18151 -5.39959 0.0952 -0.1330 0.0500
H -0.52441 1.48953 -7.16947 -0.0268 -0.0034 -0.0181
H 0.48564 1.11350 -8.57704 0.0529 0.0406 -0.0305
H 1.16112 3.33058 -7.87422 -0.0263 0.0115 0.0131
H 2.45128 2.24764 -7.31028 -0.2440 0.0436 -0.0204
Br -2.42275 1.95720 -9.84046 -0.0450 -0.0231 0.0275
C -3.63270 3.25699 -9.04524 0.1380 -0.0053 -0.1551
C -3.03004 3.89855 -7.82561 -0.1067 -0.0140 0.1876
Br -3.06093 2.70274 -6.29005 0.0800 -0.0066 -0.0121
H -4.55656 2.73323 -8.82718 -0.0250 -0.0072 0.0327
H -3.80839 4.00115 -9.81787 0.0086 0.0329 0.0071
H -3.60751 4.76935 -7.52566 -0.0384 0.0053 -0.0323
H -1.99539 4.18630 -7.97901 0.0234 0.0192 -0.0332
Br -7.73450 -4.44345 5.41472 0.0186 -0.0549 -0.1064
C -5.94493 -3.99338 6.02028 -0.2244 -0.0171 0.1235
C -5.61638 -2.54792 5.76500 0.1796 0.0126 -0.0737
Br -5.24340 -2.22636 3.88240 0.0999 0.2381 0.1466
H -5.26620 -4.67115 5.51401 0.0621 0.0188 -0.0063
H -5.93600 -4.19956 7.08800 -0.0047 0.0321 0.0224
H -4.71163 -2.26295 6.29649 0.0258 -0.0211 -0.0032
H -6.42372 -1.87851 6.04011 -0.0546 -0.0270 0.0281
Br -0.90203 -3.04058 3.13720 0.0457 0.0423 -0.0072
C 0.14057 -4.47499 3.93388 -0.2077 -0.0171 -0.0387
C 0.19296 -4.37223 5.43359 0.1556 0.0356 0.0584
Br 1.41911 -2.97473 6.00865 -0.0371 -0.0108 0.0002
H 1.12594 -4.42679 3.48423 -0.0195 -0.0234 0.0099
H -0.35837 -5.39271 3.63058 0.0068 -0.0323 0.0378
H 0.58280 -5.29225 5.86326 -0.0080 -0.0299 -0.0191
H -0.77234 -4.14842 5.87408 -0.0360 0.0053 -0.0081
Br 3.20917 2.08562 6.66183 0.0536 -0.0436 -0.0394
C 2.73088 3.88709 7.22271 -0.0370 -0.1535 0.0172
C 2.03422 4.63836 6.12352 0.0486 0.2276 -0.0636
Br 3.26947 5.25300 4.75002 -0.0207 -0.1213 0.0860
H 3.64626 4.36892 7.54690 0.0260 0.0324 -0.0128
H 2.06706 3.75429 8.07296 -0.0353 0.0074 -0.0060
H 1.57435 5.54129 6.51713 0.0030 0.0051 0.0472
H 1.28232 4.03880 5.62248 -0.0188 -0.0362 0.0115
Br 4.96526 2.39711 -7.68332 0.2125 -0.0290 -0.0643
C 5.37914 3.06459 -9.46679 0.0907 0.0432 0.1272
C 4.33662 4.02276 -9.97351 -0.1145 -0.0764 -0.1321
Br 2.72316 3.09845 -10.55204 -0.0003 0.0233 0.0617
H 5.48889 2.19456 -10.10428 -0.0152 -0.0213 -0.0265
H 6.33836 3.56598 -9.36706 -0.0002 0.0355 -0.0041
H 4.70039 4.54320 -10.85566 0.0406 -0.0090 -0.0101
H 4.03482 4.74627 -9.22419 0.0217 0.0185 0.0338
Br -10.08682 -3.09644 8.44814 0.0368 -0.0150 -0.0184
C -11.19499 -2.74159 6.89092 0.0698 0.1153 0.1432
C -12.48375 -3.51597 6.93369 -0.0194 -0.1499 -0.1630
Br -12.20613 -5.39056 6.49875 0.0027 0.0137 0.0561
H -10.59453 -2.98312 6.02008 -0.0028 -0.0196 -0.0341
H -11.39113 -1.67242 6.91241 -0.0465 0.0069 0.0009
H -13.17505 -3.14172 6.18279 0.0128 0.0350 -0.0177
H -12.95525 -3.48574 7.90955 0.0052 0.0271 0.0364
```
Forces are in eV/Å.

Properties
HOMO level ... -11.027 eV
Charge ... +1
Strongest force on any atom ... 1.5 eV/A
Orbital gap ... 8.80 eV
Total energy ... -1486799.6855 eV